Entry 1:
96
Properties=species:S:1:pos:R:3 method="wB97M-V/def2-TZVPD" orbital_gap_ev=10.874 total_charge=0 energy_ha=-2446.1892
O 1.1696 -3.4589 -0.5869
H 1.6974 -3.6548 -1.4053
H 1.0110 -2.4636 -0.6283
O 5.2114 0.2631 -2.0891
H 6.1005 0.5205 -1.8406
H 4.5345 0.6162 -1.4489
O 0.5055 2.7054 -0.0663
H 0.5432 3.6095 -0.4561
H -0.0771 2.1974 -0.6479
O -3.7545 4.0373 1.4144
H -3.4500 3.5143 2.1561
H -4.6665 4.2469 1.7508
O -0.2035 -0.8992 2.7210
H 0.6372 -0.6145 3.0870
H -0.8070 -0.1692 2.8659
O 2.7485 -1.7172 -2.1040
H 1.8918 -1.3599 -2.3506
H 3.3703 -1.0694 -2.4303
O 3.5254 4.4526 -2.1191
H 3.8612 3.5359 -2.1888
H 3.3470 4.6292 -1.1392
O -2.3377 -4.3318 -4.2637
H -2.8259 -5.1041 -3.9799
H -1.4196 -4.6128 -3.9680
O 0.7455 4.1095 -3.2091
H 0.6800 4.9270 -3.6908
H 1.6369 4.0669 -2.7813
O -3.0520 -2.2775 2.1135
H -3.8179 -2.7695 2.4425
H -2.2944 -2.8520 2.3464
O 3.0491 4.6782 1.0449
H 3.8919 4.8495 1.4493
H 2.7338 3.9027 1.5554
O -3.1964 -0.9492 -4.1925
H -3.5427 -1.7571 -4.6489
H -2.5640 -1.3044 -3.5477
O 2.5667 1.1829 -1.3510
H 1.8046 0.7552 -1.7132
H 2.1583 1.9524 -0.8883
O -6.4645 1.7083 2.6098
H -5.8006 1.5673 3.3128
H -5.8908 1.7762 1.8069
O -1.3756 1.6109 2.4966
H -0.5132 1.9460 2.1663
H -1.9095 1.5971 1.7197
O 5.0649 -2.2918 3.4173
H 5.9710 -2.2760 3.7897
H 5.0071 -3.0958 2.8724
O -3.5926 1.8852 4.5230
H -3.3081 1.6020 5.3862
H -2.8006 1.7556 3.9610
O 1.8824 2.2830 2.1106
H 1.9232 1.7600 1.2497
H 2.3955 1.7796 2.7734
O 0.2139 -1.1280 -3.3879
H -0.2772 -0.2600 -3.1818
H -0.5118 -1.6818 -3.7286
O 0.5465 -3.7278 2.1416
H 0.2366 -2.8069 2.4309
H 0.8377 -3.6851 1.2599
O 0.2866 -0.9688 -0.3378
H -0.5766 -1.2833 -0.7329
H -0.0801 -0.8210 0.5352
O -3.2777 1.7960 -4.4040
H -4.0708 1.4942 -3.9185
H -2.9175 1.0758 -4.9913
O -3.4257 -0.3820 0.0681
H -3.4623 -0.7634 1.0240
H -3.1274 0.4962 0.0739
O 3.6963 -0.9995 0.5404
H 3.3205 -1.1694 -0.3476
H 4.4628 -1.5474 0.8369
O -1.0750 2.1522 -2.4584
H -1.9243 2.1738 -3.0434
H -0.5638 2.8537 -2.8266
O 2.5682 -0.5695 3.0235
H 3.1139 -1.2931 3.3609
H 2.7695 -0.5956 2.0502
O -1.4821 -4.5833 -0.5082
H -0.4749 -4.6127 -0.3783
H -1.6661 -4.7708 0.4167
O -2.5551 2.1225 -0.1245
H -3.1517 2.8891 0.1549
H -2.1395 2.3262 -1.0030
O 3.7936 -4.0556 1.5541
H 3.7394 -3.9345 0.5829
H 2.8991 -3.7477 1.7992
O -1.3883 -5.8049 2.1788
H -0.6186 -5.2677 2.3387
H -1.0706 -6.7341 2.0719
O 0.6282 5.7910 0.2737
H 0.0119 6.0517 0.9988
H 1.3803 5.2768 0.7015
O -1.9531 -1.8888 -1.7084
H -2.0564 -2.8820 -1.6416
H -2.6590 -1.5297 -1.1007

Entry 2:
32
Properties=species:S:1:pos:R:3 method="wB97M-V/def2-TZVPD" orbital_gap_ev="3.191 / 5.457" total_charge=-2 multiplicity=8 s2=15.79 energy_ha=-2138.6444
Au 1.6427 1.1436 -2.2420
Cl -0.8274 1.4042 -1.3978
C 1.3927 -0.6151 -3.3236
C 1.8846 3.1825 -2.6011
H 2.1934 -0.3526 -4.0076
H 1.5847 -1.3933 -2.6310
H 0.3983 -0.5120 -3.7009
H 2.6432 3.0060 -3.3614
H 2.2172 3.6008 -1.6843
H 0.9214 3.4747 -2.9651
Mn 0.2792 0.6313 0.5449
C -0.0382 1.7600 2.1302
C 2.1464 0.7116 -0.0686
H 0.9143 2.1704 2.4802
H -0.7248 2.5779 1.8610
H -0.5115 1.1397 2.8953
H 2.8564 1.6147 0.1293
H 2.6245 -0.2963 -0.2445
C -2.2450 -2.0217 0.0729
C -1.5365 -1.2764 1.2131
C -2.2988 -1.4381 2.5260
C -0.0952 -1.7789 1.3588
O -1.5009 0.0623 0.9020
H -2.2854 -3.0829 0.2959
H -1.7207 -1.8821 -0.8677
H -3.2547 -1.6464 -0.0467
H -2.3415 -2.4846 2.7978
H -1.8068 -0.8954 3.3244
H -3.3070 -1.0582 2.4243
H 0.4672 -1.6834 0.4101
H 0.4289 -1.2349 2.1536
H -0.1008 -2.8273 1.6226